{
  "formula": "C25H72N2O27S8",
  "method": "ωB97M-V with the def2-TZVPD basis set",
  "orbital_gap_ev": 3.2,
  "lumo_energy_ev": -0.80,
  "de_lowest_ev": 8.868,
  "symbols": ["N", "H", "H", "H", "H", "N", "H", "H", "H", "H", "C", "O", "O", "O", "O", "S", "O", "O", "C", "C", "C", "H", "H", "H", "H", "H", "H", "H", "H", "O", "S", "O", "O", "C", "C", "C", "H", "H", "H", "H", "H", "H", "H", "H", "O", "S", "O", "O", "C", "C", "C", "H", "H", "H", "H", "H", "H", "H", "H", "O", "S", "O", "O", "C", "C", "C", "H", "H", "H", "H", "H", "H", "H", "H", "O", "S", "O", "O", "C", "C", "C", "H", "H", "H", "H", "H", "H", "H", "H", "O", "S", "O", "O", "C", "C", "C", "H", "H", "H", "H", "H", "H", "H", "H", "O", "S", "O", "O", "C", "C", "C", "H", "H", "H", "H", "H", "H", "H", "H", "O", "S", "O", "O", "C", "C", "C", "H", "H", "H", "H", "H", "H", "H", "H"],
  "positions_angstrom": [[2.156054, 4.488431, 1.246649], [2.203265, 4.499406, 2.255475], [1.688671, 3.622115, 1.020489], [3.111177, 4.576079, 0.930176], [1.580015, 5.185511, 0.796806], [-3.779678, 2.279726, -3.161990], [-3.629838, 1.542688, -3.836087], [-3.759759, 3.193477, -3.591844], [-3.050701, 2.155874, -2.473989], [-4.551690, 2.165009, -2.520945], [-0.402156, 0.980142, -0.294507], [0.585151, 0.827692, 0.443890], [-1.063668, 0.032996, -0.788199], [-0.748584, 2.132908, -0.576625], [-0.002199, 2.742450, -6.539941], [1.404524, 2.312282, -6.582984], [2.057895, 1.864260, -7.842544], [2.351880, 3.535078, -5.988917], [1.859950, 4.328959, -4.897702], [2.349149, 5.856822, -4.995356], [1.786439, 1.030151, -5.297746], [2.315892, 3.764896, -4.084030], [0.772322, 4.380383, -4.847383], [1.833231, 6.413404, -4.212954], [2.072800, 6.218442, -5.985786], [3.421277, 5.877368, -4.799839], [1.276904, 1.162231, -4.343269], [2.872297, 1.033597, -5.202940], [1.445103, 0.082764, -5.714942], [-2.082231, -3.928889, -6.890238], [-3.263995, -3.425658, -6.203239], [-3.381505, -1.995786, -6.034685], [-4.543216, -3.980861, -7.115000], [-4.464547, -5.335479, -7.689491], [-5.257087, -6.412284, -6.859363], [-3.712155, -4.235642, -4.582865], [-3.451130, -5.703280, -7.850169], [-4.965935, -5.202720, -8.648180], [-6.246667, -5.997965, -6.666555], [-4.812260, -6.769484, -5.930582], [-5.404281, -7.304783, -7.467535], [-4.514458, -4.953004, -4.755437], [-4.040056, -3.403110, -3.960389], [-2.811283, -4.687665, -4.167898], [-7.526131, -1.782651, 1.763893], [-7.606572, -0.304931, 1.625843], [-7.430578, 0.405145, 0.389904], [-9.046116, 0.169220, 2.306530], [-9.497945, -0.517774, 3.409022], [-10.738476, 0.255218, 3.853993], [-6.449094, 0.441862, 2.932738], [-8.752678, -0.586144, 4.201488], [-9.869432, -1.490560, 3.086830], [-11.180767, -0.262428, 4.705175], [-11.549864, 0.274380, 3.126401], [-10.576641, 1.219640, 4.335447], [-5.501468, 0.288606, 2.416399], [-6.468708, -0.024372, 3.917799], [-6.735438, 1.487236, 3.048103], [-3.019932, -2.901055, 5.681649], [-2.059998, -3.933982, 5.320961], [-0.949361, -4.270623, 6.180105], [-2.936918, -5.315300, 4.869680], [-4.113808, -5.181337, 4.032627], [-4.908957, -6.485659, 3.812087], [-1.362657, -3.427228, 3.602096], [-3.816553, -4.821593, 3.047570], [-4.727936, -4.404650, 4.488373], [-4.318404, -7.328787, 3.453633], [-5.765458, -6.373150, 3.147395], [-5.293349, -6.895668, 4.746019], [-0.744888, -4.278366, 3.315682], [-0.846602, -2.494591, 3.830098], [-2.122968, -3.219775, 2.849112], [5.307856, -4.548740, -0.179489], [4.179116, -5.523638, -0.320587], [4.210735, -6.599657, -1.332358], [3.786582, -6.029193, 1.236472], [3.981094, -7.401854, 1.508008], [3.928484, -7.555315, 3.044156], [2.594372, -4.562623, -0.618621], [5.000550, -7.631378, 1.197964], [3.242880, -8.039412, 1.021520], [4.456929, -6.718131, 3.500194], [4.522728, -8.417852, 3.345810], [2.870477, -7.619418, 3.298351], [1.757296, -5.164109, -0.264182], [2.527813, -4.395552, -1.693677], [2.631938, -3.546835, -0.225091], [7.576409, 1.530260, -3.803307], [7.844167, 0.332614, -3.017983], [7.658893, -1.022054, -3.507085], [9.392517, 0.459036, -2.333797], [9.909922, -0.617332, -1.537296], [10.288073, -1.833247, -2.414563], [6.875160, 0.500101, -1.437226], [9.162360, -0.936912, -0.811273], [10.747798, -0.149353, -1.020484], [11.199147, -1.651516, -2.984666], [9.563141, -2.335179, -3.055389], [10.733173, -2.607932, -1.790188], [7.342172, 1.347762, -0.935741], [6.941589, -0.315995, -0.717735], [5.835752, 0.712639, -1.687348], [7.081246, 2.541587, 4.526512], [5.790548, 1.914643, 4.858002], [4.564728, 2.656805, 4.867474], [5.636926, 0.620287, 3.788540], [4.698024, -0.409177, 4.059975], [5.202862, -1.594945, 4.959811], [5.934318, 1.126603, 6.517921], [4.377453, -0.900243, 3.141168], [3.869457, 0.035246, 4.611394], [6.234179, -1.816073, 4.684877], [4.670449, -2.506478, 4.688244], [5.250334, -1.413832, 6.033612], [6.054780, 1.915022, 7.260881], [6.776649, 0.436437, 6.565196], [4.931667, 0.766634, 6.748615], [-2.706221, 9.680358, -0.941635], [-2.197209, 9.240286, 0.352341], [-0.816511, 8.702950, 0.532983], [-2.321626, 10.510082, 1.491255], [-3.496028, 11.192765, 1.486080], [-3.200627, 12.591368, 2.150524], [-3.376637, 8.007560, 1.140969], [-4.224705, 10.631246, 2.070735], [-4.037952, 11.359918, 0.555234], [-2.380475, 13.031790, 1.583537], [-2.882093, 12.431140, 3.180558], [-4.042380, 13.272284, 2.024411], [-3.489912, 7.182749, 0.437449], [-4.386056, 8.355922, 1.359645], [-2.871526, 7.588664, 2.011313]],
  "forces_ev_per_a": [[0.06, -0.02, 0.18], [-0.43, 0.56, 0.52], [-0.19, -1.75, -0.77], [0.25, -0.45, -0.55], [-0.27, 0.70, 0.32], [0.29, -0.16, 0.76], [-0.41, -0.47, -0.31], [0.11, 0.26, -0.01], [2.05, 0.19, 0.70], [-1.10, -0.27, -0.49], [-0.41, -1.44, -0.46], [3.13, -0.75, 2.37], [-1.19, -2.45, -0.82], [-1.76, 5.86, -1.45], [2.24, -0.77, -0.14], [0.86, -0.26, -0.57], [-1.74, 1.35, 3.07], [-1.07, -0.59, -1.88], [0.66, 1.23, 0.28], [-0.24, -2.51, 0.18], [-0.46, 0.29, -0.99], [-0.49, 0.74, 0.82], [0.05, -0.57, -0.09], [-0.03, 0.03, -0.10], [0.22, 0.16, 0.13], [-0.04, 0.28, -0.33], [0.00, 0.49, -0.13], [-0.14, 0.03, -0.02], [0.09, 0.07, -0.12], [-1.13, 0.19, 1.52], [-0.22, -0.79, -1.30], [-0.46, -1.29, -0.12], [1.14, 0.13, 0.81], [-0.70, -0.69, 0.79], [-0.01, 0.97, -0.68], [0.69, 0.72, -0.87], [0.12, 0.63, 0.03], [0.13, -0.12, 0.05], [-0.05, -0.11, 0.22], [0.23, 0.37, -0.04], [0.09, 0.08, -0.22], [0.27, 0.16, -0.03], [0.00, -0.16, -0.03], [-0.11, -0.01, -0.08], [-0.20, 3.15, -0.86], [0.09, -1.69, 3.39], [-0.42, -0.59, 0.78], [2.36, 0.90, -3.11], [-2.08, -0.28, 0.93], [-0.44, -0.47, 1.54], [-0.76, -0.42, -1.62], [0.02, -0.13, 0.00], [0.48, -0.33, 0.27], [-0.02, -0.55, 0.06], [0.43, 0.26, -0.30], [0.40, 0.34, -0.75], [0.21, 0.32, 0.41], [-0.20, -0.46, -0.43], [0.19, -0.04, -0.36], [0.89, -1.26, 0.14], [-1.12, 0.85, -3.04], [-1.51, -0.35, -0.77], [1.32, 0.38, 0.97], [-0.38, 0.51, -0.39], [0.60, -0.50, 1.18], [-0.51, -0.63, 1.90], [0.21, 0.12, -0.02], [-0.22, -0.12, -0.06], [0.38, 0.35, -0.41], [0.21, 0.46, -0.06], [-0.17, 0.36, 0.25], [0.23, 0.39, -0.03], [0.31, -0.28, -0.15], [-0.23, -0.18, 0.42], [-2.60, -2.85, -0.34], [-0.08, 2.46, -0.45], [0.25, 1.51, 2.53], [0.10, 0.93, -2.29], [1.27, -0.60, 1.26], [0.12, 0.09, -1.08], [1.14, -0.30, -0.38], [-0.13, -0.47, -0.31], [0.10, 0.10, -0.18], [-0.43, 0.22, 0.02], [-0.50, -0.34, -0.03], [0.29, 0.01, 0.68], [0.20, 0.16, 0.03], [0.11, -0.48, -0.08], [0.15, -0.35, 0.65], [0.97, -1.94, 1.01], [-0.01, -0.40, 2.20], [0.24, 1.73, -0.05], [-1.95, 0.83, -1.56], [-0.76, -1.21, -1.22], [1.77, -0.30, 0.64], [0.68, 0.55, -0.53], [-0.03, 0.14, 0.19], [0.06, -0.34, -0.09], [-0.26, 0.69, -0.58], [-0.28, 0.66, 0.33], [-0.50, -0.22, 0.65], [-0.22, 0.24, -0.20], [0.09, -0.40, -0.66], [0.15, -0.07, -0.11], [-2.72, -1.23, 0.32], [2.32, -1.07, -0.23], [0.16, -0.01, -0.27], [1.17, 1.67, 1.10], [-0.65, -1.36, 2.03], [1.05, 0.60, -0.94], [-0.52, 0.86, -0.65], [0.02, 0.80, -0.23], [-0.48, 0.01, -0.55], [0.20, 0.03, -0.17], [-0.34, 0.18, 0.36], [-0.54, -0.02, -0.12], [0.39, 0.35, -0.40], [-0.40, -0.08, -0.16], [0.26, -0.68, -0.21], [0.80, -0.59, 1.94], [1.05, -0.41, 1.43], [-3.52, 1.50, -0.58], [2.46, -3.02, -2.50], [-2.62, 2.58, 1.41], [0.01, -1.22, -1.00], [0.87, -0.03, -0.76], [-0.18, 0.06, 0.47], [0.82, -0.14, -0.65], [0.13, -0.01, 0.11], [-0.21, 0.30, -0.02], [-0.12, -0.19, 0.42], [0.21, 0.16, -0.27], [0.36, 0.56, -0.02], [-0.02, 0.41, 0.05]],
  "mulliken_charge": [-0.434, 0.370, 0.263, 0.366, 0.360, -0.413, 0.341, 0.390, 0.235, 0.370, 0.536, -0.774, -0.840, -0.765, -0.610, 1.134, -0.584, -0.295, -0.289, -1.096, -0.940, 0.339, 0.331, 0.354, 0.296, 0.296, 0.382, 0.294, 0.384, -0.639, 1.232, -0.590, -0.363, -0.227, -1.093, -0.804, 0.294, 0.298, 0.305, 0.319, 0.379, 0.236, 0.347, 0.306, -0.592, 1.100, -0.562, -0.282, -0.047, -1.346, -0.950, 0.309, 0.244, 0.414, 0.319, 0.343, 0.394, 0.328, 0.327, -0.595, 1.132, -0.559, -0.321, -0.024, -1.280, -0.940, 0.215, 0.324, 0.336, 0.354, 0.323, 0.332, 0.371, 0.331, -0.577, 1.030, -0.579, -0.197, -0.245, -1.151, -0.926, 0.364, 0.299, 0.303, 0.362, 0.289, 0.282, 0.355, 0.389, -0.573, 1.170, -0.568, -0.362, -0.135, -1.060, -0.991, 0.172, 0.299, 0.305, 0.300, 0.377, 0.353, 0.302, 0.411, -0.609, 1.112, -0.587, -0.327, -0.289, -1.054, -0.950, 0.385, 0.311, 0.314, 0.373, 0.281, 0.389, 0.325, 0.325, -0.580, 1.134, -0.582, -0.299, -0.241, -1.186, -0.926, 0.292, 0.374, 0.313, 0.298, 0.375, 0.367, 0.336, 0.322]
}